The following is a DFT calculation (ωB97M-V/def2-TZVPD) of C28H27BrClN3O4W as an isolated structure.

```
65
Properties=species:S:1:pos:R:3:mulliken_charge:R:1
W -0.260 0.032 0.274 2.2315
Br 1.046 -0.819 -2.212 0.2134
Cl -1.537 3.559 -4.090 -0.1207
O 1.381 -0.986 0.738 -0.6881
O 5.051 3.708 -0.353 -0.2084
O 7.274 3.220 0.205 0.0157
O 3.592 -1.045 1.117 -0.5092
N 1.489 1.534 -0.017 -0.1155
N -1.525 0.598 -1.484 0.7857
N -0.693 -2.027 -0.482 0.1688
C -1.487 -4.309 -0.554 0.2574
C -1.280 1.734 -2.164 -0.8848
C -2.289 -0.149 1.336 -0.2722
C 2.683 3.565 -0.479 -1.1950
C -1.922 2.079 -3.337 0.0127
C -1.463 -3.036 -0.009 -0.2171
C -2.353 -5.386 0.020 -1.5620
C -2.346 1.260 1.192 0.1175
C -1.098 1.882 1.403 -0.6394
C -0.092 1.247 2.216 -1.0355
C -2.464 -0.228 -1.992 -0.1885
C -2.870 1.208 -3.867 -0.3144
C -3.136 0.041 -3.168 -0.9601
C 3.893 1.584 0.196 -0.4145
C -0.251 -0.040 2.753 0.6426
C -1.271 -0.785 2.133 -1.3007
C 3.851 2.895 -0.197 0.7249
C -3.584 2.028 0.837 0.7479
C 1.512 2.834 -0.367 -0.2441
C 6.203 3.415 -0.051 0.7968
C 0.053 -2.307 -1.550 1.0298
C 2.662 0.949 0.272 -0.0422
C -3.331 3.431 0.286 -1.5146
C 2.609 -0.482 0.756 0.0635
C -4.655 1.280 0.045 -1.4324
C 0.119 -3.526 -2.177 -0.9008
C -0.661 -4.547 -1.659 -0.4063
C 0.705 -0.641 3.714 -1.6442
H -2.770 4.064 0.974 0.4880
H 1.679 -0.154 3.688 0.3784
H 0.571 3.331 -0.548 0.5634
H -4.405 1.233 -1.014 0.3003
H -2.925 -5.044 0.879 0.4216
H -2.102 -2.822 0.833 0.1409
H 0.785 1.822 2.482 0.5918
H -2.690 -1.127 -1.442 0.4155
H -3.876 -0.661 -3.527 0.5528
H 0.297 -0.496 4.721 0.4029
H -3.986 2.157 1.861 0.4185
H -2.822 3.399 -0.681 0.3320
H -0.636 -5.529 -2.118 0.5271
H -5.591 1.830 0.128 0.4994
H -0.531 2.400 -1.772 0.4298
H -3.050 -5.757 -0.734 0.3984
H -4.287 3.925 0.128 0.4360
H -0.973 2.924 1.150 0.7506
H 0.822 -1.712 3.557 0.4699
H -1.339 -1.841 2.350 0.7139
H -3.108 -0.757 0.976 0.5981
H -1.740 -6.233 0.330 0.3976
H -4.857 0.276 0.418 0.5011
H 0.757 -3.673 -3.038 0.5478
H -3.383 1.446 -4.791 0.5193
H 4.781 1.013 0.454 0.6401
H 2.666 4.608 -0.769 0.5677
```

Net charge: +4
LUMO energy (eV): -13.361
Max |F| (eV/A): 0.46
ΔE to the lowest compared entry with this formula, charge and spin (eV): 0.528